90
Properties=species:S:1:pos:R:3:lowdin_spin:R:1 method="wB97M-V/def2-TZVPD" homo_energy_ev="-11.290 / -12.954" fmax_ev_per_a=7.8 spin_multiplicity=6 total_charge=+2 gap_ev="6.233 / 4.673" mol_weight_da=681.91 e_lumo_ev="-5.06 / -8.28"
P 0.068 -2.327 -4.151 0.0436
P 0.263 1.184 -4.413 0.4320
C -0.197 -1.296 -5.639 0.0125
C 0.577 0.018 -5.743 0.0428
H -1.277 -1.148 -5.745 0.0000
H 0.100 -1.977 -6.448 0.0025
H 1.658 -0.148 -5.849 -0.0001
H 0.265 0.547 -6.659 0.0149
C -1.321 1.874 -5.026 0.0656
H -1.742 2.620 -4.343 0.0009
H -2.054 1.079 -5.206 0.0007
H -1.136 2.381 -5.969 0.0120
C 1.450 2.481 -4.871 0.0815
H 1.100 2.944 -5.797 0.0163
H 2.445 2.061 -5.045 0.0002
H 1.509 3.258 -4.102 0.0086
C -0.986 -3.709 -4.732 0.0006
H -0.972 -4.554 -4.027 0.0003
H -0.538 -4.009 -5.689 0.0005
H -2.008 -3.332 -4.891 -0.0001
C 1.741 -2.896 -4.581 0.0070
H 2.446 -2.061 -4.661 0.0000
H 1.640 -3.340 -5.572 0.0010
H 2.098 -3.655 -3.878 0.0004
Ir 0.128 -1.519 0.384 1.0420
C 1.200 1.809 -1.521 0.7561
C -0.139 1.681 -1.358 0.7304
C -1.277 0.869 -1.953 0.1313
C -1.590 -0.706 -2.038 0.0469
C -0.567 -1.733 -1.621 0.0995
C 0.897 -1.587 -1.604 0.0840
C 1.488 -0.488 -2.498 0.1458
C 2.224 0.678 -1.738 0.1321
C 0.345 -3.314 1.067 0.0849
H 1.620 2.673 -0.959 0.0329
H -0.483 2.182 -0.441 0.0527
H -1.390 1.254 -2.978 0.0404
H -2.184 1.241 -1.435 0.0031
H -2.471 -0.906 -1.398 0.0013
H -1.979 -0.971 -3.034 0.0003
H -0.842 -2.793 -1.949 0.0167
H 1.349 -2.577 -1.909 0.0188
H 0.566 -0.035 -3.016 0.0581
H 2.131 -0.912 -3.298 0.0035
H 2.711 0.196 -0.855 0.0310
H 3.075 1.046 -2.349 0.0211
H 1.147 -3.238 1.807 0.0120
H 0.633 -4.001 0.268 0.0267
H -0.601 -3.631 1.523 0.0143
C 0.677 2.930 2.197 0.0026
C 0.817 2.035 3.436 0.0091
C 2.322 1.770 3.685 0.0008
C 0.288 2.830 4.653 0.0025
P -0.135 0.451 3.194 0.0882
N 0.095 -0.294 1.687 0.4994
C 0.399 -0.767 4.476 0.0088
C 0.442 -0.191 5.918 0.0035
C -0.540 -1.981 4.445 0.0002
C 1.812 -1.274 4.124 0.0022
C -1.973 0.743 3.246 0.0196
C -2.320 1.973 2.392 0.0024
C -2.704 -0.475 2.629 0.0081
C -2.506 0.961 4.674 0.0051
H 1.437 3.729 2.255 0.0001
H -0.294 3.438 2.167 0.0004
H 0.818 2.383 1.254 0.0029
H 2.849 2.735 3.632 0.0000
H 2.506 1.372 4.690 0.0001
H 2.765 1.102 2.935 0.0007
H -0.719 3.246 4.474 0.0000
H 0.274 2.220 5.572 0.0001
H 0.990 3.675 4.816 0.0007
H -0.512 0.265 6.221 0.0000
H 0.642 -1.044 6.594 0.0008
H 1.255 0.540 6.047 0.0000
H -0.615 -2.402 3.431 0.0000
H -0.096 -2.760 5.085 0.0003
H -1.536 -1.766 4.853 0.0000
H 1.940 -1.404 3.046 0.0015
H 2.595 -0.617 4.511 0.0000
H 1.947 -2.247 4.610 0.0003
H -1.855 1.925 1.394 0.0019
H -3.412 1.985 2.245 0.0003
H -2.055 2.914 2.883 0.0000
H -2.649 -1.354 3.259 -0.0001
H -3.756 -0.208 2.512 0.0001
H -2.308 -0.727 1.638 0.0057
H -2.445 0.051 5.291 0.0001
H -1.990 1.784 5.194 0.0001
H -3.571 1.243 4.574 0.0016

102
Properties=species:S:1:pos:R:3:lowdin_spin:R:1 method="wB97M-V/def2-TZVPD" homo_energy_ev="-8.961 / -9.565" fmax_ev_per_a=5.1 spin_multiplicity=4 total_charge=0 gap_ev="7.876 / 8.481" mol_weight_da=631.20 e_lumo_ev="-1.08 / -1.08"
N -7.269 -6.207 4.317 0.0000
P -6.166 -5.675 3.259 0.0000
O -4.548 -6.115 3.845 0.0000
O -6.409 -6.426 1.682 0.0000
B -6.148 -3.781 2.983 0.0000
O -5.804 -2.819 4.089 0.0000
B -4.412 -2.392 3.704 0.0000
O -4.310 -1.706 2.369 0.0000
B -5.087 -2.493 1.347 0.0000
O -6.423 -3.110 1.662 0.0000
H -7.780 -5.335 4.642 0.0000
H -4.124 -6.769 3.210 0.0000
H -5.534 -6.920 1.529 0.0000
H -3.471 -2.631 4.382 0.0000
H -4.638 -2.614 0.243 0.0000
C 2.272 1.033 1.980 0.0009
C 1.965 -0.052 0.902 0.0219
C 0.911 0.468 -0.116 0.0134
C -0.511 0.499 0.431 0.0012
C -0.900 -0.868 0.985 0.0123
C 0.107 -1.393 2.042 0.0220
N 1.538 -1.327 1.575 0.3086
O 1.728 -2.375 0.656 0.6142
C -0.078 -0.576 3.350 0.0009
C -0.317 -2.840 2.459 -0.0012
C 3.319 -0.183 0.125 -0.0009
H 1.759 1.978 1.768 -0.0003
H 2.011 0.731 2.993 0.0008
H 3.344 1.256 2.045 -0.0002
H 0.915 -0.166 -1.013 0.0026
H 1.181 1.473 -0.462 0.0009
H -0.604 1.272 1.200 0.0002
H -1.206 0.777 -0.371 0.0010
H -1.906 -0.802 1.419 0.0008
H -0.976 -1.577 0.150 0.0025
H 0.687 -0.837 4.090 0.0010
H -1.050 -0.780 3.808 -0.0004
H -0.056 0.505 3.191 0.0000
H -0.371 -3.527 1.607 -0.0007
H -1.315 -2.842 2.914 -0.0003
H 0.379 -3.257 3.195 0.0001
H 4.110 -0.584 0.769 0.0002
H 3.652 0.796 -0.239 -0.0003
H 3.240 -0.827 -0.758 -0.0006
C -0.960 6.835 2.994 0.0009
C -1.267 5.749 1.916 0.0222
C -2.321 6.270 0.898 0.0135
C -3.743 6.301 1.445 0.0008
C -4.131 4.934 1.999 0.0124
C -3.125 4.408 3.055 0.0222
N -1.694 4.475 2.588 0.3118
O -1.504 3.427 1.669 0.6093
C -3.310 5.225 4.363 0.0009
C -3.549 2.962 3.473 -0.0011
C 0.087 5.618 1.139 -0.0009
H -1.473 7.779 2.781 -0.0002
H -1.221 6.533 4.007 0.0008
H 0.112 7.058 3.059 -0.0002
H -2.317 5.635 0.001 0.0025
H -2.051 7.275 0.552 0.0009
H -3.836 7.074 2.214 0.0003
H -4.438 6.578 0.643 0.0009
H -5.138 4.999 2.433 0.0009
H -4.208 4.224 1.164 0.0025
H -2.545 4.964 5.104 0.0010
H -4.282 5.021 4.822 -0.0004
H -3.288 6.306 4.205 0.0000
H -3.603 2.274 2.621 -0.0006
H -4.547 2.959 3.928 -0.0003
H -2.853 2.544 4.209 0.0002
H 0.878 5.218 1.782 0.0002
H 0.420 6.597 0.775 -0.0003
H 0.008 4.975 0.255 -0.0006
C 2.516 -2.826 -6.339 0.0008
C 3.926 -2.169 -6.462 0.0215
C 4.986 -3.222 -6.896 0.0130
C 5.395 -4.179 -5.784 0.0007
C 5.853 -3.403 -4.553 0.0120
C 4.796 -2.379 -4.064 0.0216
N 4.282 -1.492 -5.167 0.3043
O 5.286 -0.546 -5.447 0.6203
C 3.627 -3.155 -3.399 0.0009
C 5.405 -1.561 -2.877 -0.0013
C 3.758 -1.173 -7.659 -0.0010
H 2.522 -3.872 -6.664 -0.0002
H 2.102 -2.791 -5.333 0.0008
H 1.765 -2.303 -6.946 -0.0002
H 5.890 -2.712 -7.255 0.0025
H 4.615 -3.804 -7.748 0.0009
H 4.566 -4.849 -5.536 0.0003
H 6.213 -4.819 -6.135 0.0008
H 6.091 -4.115 -3.752 0.0008
H 6.795 -2.890 -4.791 0.0025
H 2.804 -2.481 -3.136 0.0010
H 3.951 -3.640 -2.474 -0.0005
H 3.232 -3.960 -4.023 0.0000
H 6.336 -1.050 -3.149 -0.0007
H 5.655 -2.217 -2.034 -0.0003
H 4.695 -0.812 -2.510 0.0001
H 3.051 -0.373 -7.415 0.0001
H 3.377 -1.694 -8.544 -0.0003
H 4.705 -0.711 -7.961 -0.0006